Entry 1:
The following is a DFT calculation (the ωB97M-V functional and the def2-TZVPD basis) of a molecular structure, C28H37CoN9O4PSSi at a distorted geometry.

## Properties
E	-116863.6207	eV
gap between HOMO and LUMO (alpha / beta)	6.74 / 7.20	eV
ΔE to the lowest compared entry with this formula, charge and spin	133.01	kJ/mol
<S²>	1.0970
net charge	+1
multiplicity	2

Geometry as XYZ:
```
82
Properties=species:S:1:pos:R:3:forces:R:3:mulliken_charge:R:1
Co 1.31659 0.13735 -0.92232 1.0 -0.3 0.3 0.05
N 4.60814 0.77997 1.71914 -0.1 0.0 0.1 0.19
C 3.27892 0.63815 1.62580 0.0 0.0 0.2 -0.56
N 2.97859 0.40532 0.37279 -0.2 0.0 -0.4 0.13
C 4.17788 0.44026 -0.27469 -0.2 0.1 0.7 0.18
N 5.19706 0.65842 0.52188 0.2 0.0 -0.3 -0.84
C 4.18821 0.30808 -1.71701 -0.1 -0.2 -0.5 0.44
C 5.32988 0.42252 -2.50894 0.0 -0.1 0.3 -0.38
N 5.28070 0.32306 -3.82463 -0.1 0.0 -0.2 -0.57
C 4.07951 0.12427 -4.36871 0.3 -0.1 0.1 -0.36
C 2.93890 0.00924 -3.59725 -0.4 -0.2 0.0 -0.36
N 2.98471 0.08536 -2.26853 0.0 0.7 0.3 0.42
H 5.16820 0.94961 2.53783 0.0 0.0 0.0 0.21
H 2.58268 0.71069 2.44620 0.0 0.0 0.0 0.74
H 6.29639 0.58462 -2.04695 0.0 0.0 0.0 0.49
H 4.04547 0.03664 -5.44670 -0.1 0.0 0.0 0.42
H 1.96616 -0.16243 -4.04007 0.0 0.0 0.0 0.40
S 0.89184 3.16141 0.23398 0.1 -0.3 -0.7 -0.16
C 0.89636 2.14079 -1.04409 -0.5 -0.3 0.9 0.73
N -1.16037 -4.44480 -1.43728 0.2 -0.1 -0.6 -0.21
C -1.26918 -4.09344 -2.72629 0.0 -0.1 0.6 0.58
N -1.87698 -4.92636 -3.57979 0.0 0.0 0.0 -0.38
N -0.82872 -2.95181 -3.20674 -0.1 0.1 -0.9 -0.82
C -0.08730 -2.10981 -2.57894 0.1 -0.1 0.6 0.80
N 0.60273 -1.32853 -2.06942 -0.4 -0.2 -0.2 -0.37
H -1.50927 -5.32331 -1.09915 0.0 0.0 0.0 0.26
H -0.76378 -3.79682 -0.77465 -0.1 -0.1 -0.1 -0.19
H -2.20894 -5.83207 -3.30418 0.0 0.0 0.0 0.20
H -1.90289 -4.66418 -4.54876 0.0 0.0 0.0 0.26
C -2.54804 -2.14763 0.27708 0.0 0.1 0.1 -1.64
C -1.68179 -2.21163 1.53660 0.3 0.5 0.2 3.04
C -0.61785 -3.29813 1.35853 -0.2 0.1 0.2 -2.63
C -2.54378 -2.53317 2.75830 0.0 -0.1 -0.1 -1.90
Si -0.81848 -0.48849 1.73539 -0.3 -0.5 0.1 -1.90
O 0.10611 -0.24037 0.47539 0.3 0.3 -0.8 1.16
C 0.24259 -0.50123 3.31041 -0.4 0.2 -0.2 1.07
C 1.33667 -1.36641 3.40420 0.0 0.0 0.1 -0.49
C 2.15955 -1.36868 4.52192 0.1 0.0 0.0 -0.65
C 1.91145 -0.49050 5.56900 0.0 0.0 0.0 -0.66
C 0.83808 0.38397 5.49019 0.0 0.1 0.0 -0.66
C 0.01231 0.37650 4.37208 0.1 -0.1 0.0 -0.58
C -2.20958 0.79541 1.82917 0.4 -0.2 0.1 0.37
C -2.40325 1.63641 0.73398 0.0 0.0 0.1 0.09
C -3.37727 2.62431 0.74077 0.0 0.0 -0.1 -0.59
C -4.19125 2.78405 1.85232 0.0 0.0 0.0 -0.80
C -4.03901 1.93588 2.93985 0.0 -0.1 0.1 -0.91
C -3.05839 0.95196 2.92703 -0.1 0.1 0.0 -0.37
H -3.06037 -3.10395 0.11298 0.0 0.0 0.0 0.50
H -1.93223 -1.92598 -0.60193 -0.1 0.1 0.0 -0.01
H -3.31106 -1.37003 0.36288 0.0 0.0 0.0 0.37
H -1.09004 -4.24299 1.05406 0.1 0.0 0.2 0.56
H -0.09103 -3.48896 2.29392 0.1 0.0 -0.1 0.41
H 0.12013 -3.00201 0.60251 0.1 0.0 0.1 0.40
H -2.94864 -3.54954 2.68668 0.0 0.0 0.0 0.52
H -3.38854 -1.84652 2.83523 0.0 0.0 0.0 0.31
H -1.96036 -2.47197 3.68072 0.0 0.0 0.0 0.32
H 1.56241 -2.03458 2.58076 0.0 0.0 0.0 0.27
H 2.99593 -2.05577 4.57610 0.0 0.0 0.0 0.45
H 2.55397 -0.48667 6.44038 0.0 0.0 0.0 0.41
H 0.64047 1.07576 6.29988 0.0 0.0 0.0 0.44
H -0.81534 1.07346 4.31800 0.0 0.0 0.0 0.40
H -1.77566 1.50235 -0.13790 0.1 0.1 0.1 0.35
H -3.49691 3.27002 -0.12216 0.0 0.0 0.0 0.42
H -4.94754 3.55824 1.87041 0.0 0.0 0.0 0.40
H -4.68809 2.03625 3.80078 0.0 0.0 0.0 0.43
H -2.95828 0.30337 3.79006 0.0 0.0 0.0 0.50
C -0.91397 4.93514 -2.03121 0.0 0.3 -0.1 -0.76
O -1.28219 3.56370 -2.30304 0.4 -0.4 0.2 -0.29
P -0.21322 2.39947 -2.37610 -0.4 0.8 -1.3 0.51
O -1.06854 1.15853 -2.75654 0.3 0.1 0.3 -0.28
C -2.48688 0.96730 -2.60024 -0.3 -0.2 0.1 -0.47
O 0.62831 2.58467 -3.71152 0.0 0.0 0.5 -0.35
C 1.90940 3.24719 -3.72763 0.1 0.1 0.0 -0.67
H -1.19033 5.53262 -2.89808 0.0 -0.1 0.0 0.28
H 0.15145 5.03856 -1.84146 0.0 -0.1 0.0 0.36
H -1.46390 5.26640 -1.15535 0.0 -0.1 0.0 0.28
H -2.80244 0.35285 -3.43869 0.0 0.0 0.0 0.31
H -3.01098 1.91968 -2.61073 0.1 0.0 0.0 0.31
H -2.68181 0.44352 -1.66526 0.1 0.0 -0.1 0.09
H 2.51715 2.75728 -4.48365 0.0 0.0 0.0 0.28
H 2.39801 3.17265 -2.75494 0.0 0.0 0.0 0.36
H 1.78157 4.29552 -3.99368 -0.1 0.0 0.0 0.33
```
Forces are in eV/Å.

---

Entry 2:
The following is a DFT calculation (the ωB97M-V functional and the def2-TZVPD basis) of a molecular structure, C28H37N3NiS2.

## Properties
E	-96819.4146	eV
gap between HOMO and LUMO (alpha / beta)	4.83 / 4.83	eV

Geometry as XYZ:
```
71
Properties=species:S:1:pos:R:3:forces:R:3:mulliken_charge:R:1
Ni 1.69106 -0.06467 0.17497 0.4 -0.1 0.0 -0.36
C -3.53046 4.77279 -0.66024 0.0 0.0 0.0 -2.16
C -3.70751 3.27263 -0.42573 0.0 0.0 0.0 2.05
C -4.43467 3.07326 0.91146 0.0 0.0 0.0 -1.63
C -4.56328 2.69686 -1.56312 0.0 0.0 0.0 -1.57
C -2.37165 2.53792 -0.39367 -0.1 -0.1 0.0 0.59
C -1.14814 3.16398 -0.61474 0.2 0.1 0.0 -0.43
C 0.01636 2.42304 -0.55942 0.0 0.2 0.0 -0.66
N 0.05146 1.10868 -0.33472 0.3 0.0 -0.2 -0.47
C -1.11776 0.49024 -0.12734 -0.2 -0.3 0.1 -0.56
C -2.32625 1.17611 -0.13909 -0.2 0.0 0.1 0.50
C -1.01083 -0.95763 0.12371 -0.2 0.2 -0.1 -0.88
C -2.11523 -1.80387 0.11460 -0.1 -0.1 -0.1 0.52
C -1.98283 -3.15855 0.36623 -0.2 0.1 0.0 0.69
C -0.68844 -3.60792 0.61617 0.2 0.0 0.0 -0.63
C 0.36425 -2.71795 0.58391 0.0 -0.1 0.1 -0.59
N 0.23429 -1.40753 0.36056 0.1 -0.1 0.2 -0.35
C -3.20346 -4.07310 0.35135 0.0 0.0 0.0 2.08
C -4.20146 -3.59752 1.41654 0.0 0.0 0.0 -1.56
C -2.83261 -5.52587 0.64797 0.0 0.0 0.0 -2.19
C -3.86589 -4.01235 -1.03212 0.0 0.0 0.0 -1.62
H -4.50638 5.26031 -0.63929 0.0 0.0 0.0 0.43
H -3.07721 4.97858 -1.63224 0.0 0.0 0.0 0.40
H -2.91162 5.23098 0.11427 0.0 0.0 0.0 0.42
H -5.38317 3.61486 0.90430 0.0 0.0 0.0 0.46
H -3.83189 3.44792 1.74133 0.0 0.0 0.0 0.38
H -4.65270 2.02111 1.10118 0.0 0.0 0.0 0.31
H -5.51416 3.23107 -1.62568 0.0 0.0 0.0 0.44
H -4.78066 1.63921 -1.40265 0.0 0.0 0.0 0.31
H -4.05055 2.79408 -2.52212 0.0 0.0 0.0 0.38
H -1.08343 4.22109 -0.83079 0.0 0.0 0.0 0.48
H 0.97636 2.90509 -0.70762 0.0 0.0 0.0 0.29
H -3.24151 0.63641 0.06680 0.0 0.0 0.0 0.34
H -3.08955 -1.39057 -0.11202 0.0 0.0 0.0 0.29
H -0.48036 -4.64591 0.83403 0.0 0.0 0.0 0.48
H 1.38003 -3.05906 0.75350 0.0 0.0 0.0 0.44
H -3.74519 -3.60892 2.40845 0.0 0.0 0.0 0.38
H -5.07450 -4.25414 1.43199 0.0 0.0 0.0 0.44
H -4.54835 -2.58217 1.21634 0.0 0.0 0.0 0.30
H -2.38175 -5.63276 1.63685 0.0 0.0 0.0 0.41
H -2.13677 -5.92313 -0.09404 0.0 0.0 0.0 0.42
H -3.73297 -6.14197 0.62394 0.0 0.0 0.0 0.43
H -4.21187 -3.00470 -1.26882 0.0 0.0 0.0 0.30
H -4.72997 -4.68017 -1.06292 0.0 0.0 0.0 0.45
H -3.16580 -4.32034 -1.81136 0.0 0.0 0.0 0.37
C 7.22798 -2.34422 -0.68994 0.0 0.0 0.0 -1.30
C 5.78727 -2.05987 -0.39297 0.2 0.1 0.0 0.71
S 5.18813 -0.60145 0.39664 -0.2 -0.2 0.0 -0.31
C 4.67631 -2.76249 -0.61135 -0.1 -0.1 0.0 -0.03
C 4.43888 -4.08784 -1.24685 0.0 0.0 0.0 -1.22
S 3.37576 -1.74190 0.11343 -0.1 0.4 -0.2 -0.08
H 7.85463 -1.48962 -0.43494 0.0 0.0 0.0 0.38
H 7.37961 -2.56031 -1.74937 0.0 0.0 0.0 0.31
H 7.59007 -3.20097 -0.11738 0.0 0.0 0.0 0.29
H 5.38403 -4.55860 -1.52488 0.0 0.0 0.0 0.36
H 3.82946 -3.99293 -2.14895 0.0 0.0 0.0 0.26
H 3.91459 -4.76349 -0.56581 0.0 0.0 0.0 0.28
C 4.42866 5.42226 0.89245 0.0 0.0 0.0 -1.43
C 3.89070 4.02395 0.76673 0.0 0.0 0.0 1.19
C 3.30408 3.36270 1.83683 0.0 0.0 0.0 -0.88
C 2.83001 2.06961 1.67781 0.1 0.1 -0.1 -0.58
N 2.89022 1.41032 0.51139 -0.1 0.1 0.1 0.27
C 3.46790 2.04423 -0.52487 0.0 0.0 0.1 -0.29
C 3.96968 3.32692 -0.43761 0.0 0.0 0.0 -0.71
H 4.29810 5.80789 1.90224 0.0 0.0 0.0 0.35
H 3.92032 6.09644 0.20062 0.0 0.0 0.0 0.32
H 5.49259 5.45011 0.65087 0.0 0.0 0.0 0.33
H 3.22401 3.84200 2.80439 0.0 0.0 0.0 0.35
H 2.39421 1.52674 2.50377 0.0 0.0 0.0 0.48
H 3.53111 1.47661 -1.44417 0.0 0.0 0.0 0.38
H 4.42870 3.77854 -1.30880 0.0 0.0 0.0 0.39
```
Forces are in eV/Å.

---

Entry 3:
The following is a DFT calculation (the ωB97M-V functional and the def2-TZVPD basis) of a molecular structure, C28H38BBa2F4N3O12 at a distorted geometry.

## Properties
E	-71598.1744	eV
gap between HOMO and LUMO (alpha / beta)	6.73 / 2.67	eV
<S²>	0.7745
net charge	+3
multiplicity	2

Geometry as XYZ:
```
88
Properties=species:S:1:pos:R:3:forces:R:3:mulliken_charge:R:1
Ba 3.76272 0.55356 1.38032 -0.5 0.2 1.2 1.98
Ba 0.87253 -2.90415 1.13000 -1.1 -0.7 1.4 1.82
B 0.53837 0.03564 -0.04852 -3.7 2.8 -1.9 0.80
F -0.39072 1.08573 -0.12729 0.1 -0.4 0.1 -0.62
F -0.13119 -1.16412 -0.37577 0.6 -0.2 0.1 -0.19
F 1.52808 0.34043 -0.91900 2.3 -0.4 -1.9 -0.37
F 1.10360 0.03630 1.16256 1.2 -1.2 3.1 -0.58
C 2.17041 -1.28750 5.71429 -1.1 -0.7 -1.1 -1.10
C 1.94017 -1.34997 4.14649 1.0 -0.6 1.8 0.50
O 2.85841 -0.87354 3.38860 0.0 0.3 -1.2 -0.65
O 0.91913 -1.94645 3.74516 0.3 0.1 -1.0 -0.52
H 1.50076 -2.05063 6.11089 -0.3 0.4 0.1 0.34
H 1.86399 -0.30291 6.06755 0.1 -0.1 0.1 0.26
H 3.12841 -1.59367 6.13452 0.4 0.5 -0.7 0.38
C -1.13676 3.71007 3.66085 1.2 -0.6 1.6 -0.59
C -1.67818 3.47001 2.44617 0.1 -0.6 0.0 -0.57
C -2.14244 2.19063 2.23098 -0.9 -0.1 -2.8 0.25
C -2.11321 1.14795 3.10388 1.0 -0.3 2.0 -0.31
C -1.46966 1.32565 4.35551 -0.8 1.6 -1.3 -0.48
C -1.04805 2.65175 4.60025 0.2 -1.1 0.2 -0.76
N -2.69144 -0.17270 2.78671 -1.0 -0.6 -1.8 1.09
O -2.74863 -1.02829 3.64458 0.5 0.6 0.1 -0.58
O -3.13698 -0.35747 1.63686 0.9 0.5 1.2 -0.55
H -0.61071 4.63851 3.82715 -0.3 0.3 0.5 0.66
H -1.66786 4.19281 1.64376 -0.2 0.1 0.0 0.53
H -2.46511 2.05768 1.20893 -0.5 -0.6 0.1 0.27
H -1.36009 0.51943 5.06573 -0.1 0.1 0.1 0.62
H -0.59817 2.76402 5.57565 0.1 0.6 0.0 0.45
C -1.98809 -0.10128 -3.49001 -0.9 0.1 2.1 -0.40
C -2.78401 0.30284 -2.35958 2.3 -0.4 -1.7 -0.31
C -3.96859 -0.30271 -2.16491 -3.1 -0.6 0.9 -0.40
C -4.46680 -1.33953 -2.95554 1.9 -0.1 -1.2 -0.36
C -3.65312 -1.75021 -4.01722 -0.2 -1.5 0.9 -0.33
C -2.41602 -1.18013 -4.24375 0.4 1.2 -0.1 -0.33
N -5.67257 -2.12439 -2.62202 -1.9 0.0 0.7 0.96
O -5.86528 -3.18335 -3.20936 0.7 1.0 0.4 -0.55
O -6.44941 -1.66227 -1.77190 1.6 -0.4 -1.2 -0.55
H -1.00779 0.33774 -3.60269 0.1 0.0 -0.2 0.32
H -2.39894 0.94386 -1.58035 0.0 0.4 -0.3 0.49
H -4.63126 0.03774 -1.38300 0.1 -0.1 0.4 0.48
H -3.77929 -2.71192 -4.49218 -0.8 0.1 -0.3 0.45
H -1.76796 -1.56325 -5.01812 -0.1 -0.1 -0.2 0.48
C 1.86916 2.24932 -4.73999 1.0 0.4 -0.2 -0.72
C 2.64791 2.44208 -5.93067 -2.3 -0.5 0.7 -0.63
C 3.26438 1.33955 -6.38848 1.5 2.0 -1.4 -0.52
C 3.11231 0.09003 -5.82289 1.1 -1.2 -1.3 0.82
C 2.33484 -0.17933 -4.72789 -1.7 1.7 1.5 -0.45
C 1.75059 0.97319 -4.14588 0.4 -2.0 -0.3 -0.09
N 3.73989 -1.01564 -6.58599 -0.1 -1.7 3.3 0.89
O 3.61004 -1.09271 -7.73859 -0.3 0.7 -2.8 -0.42
O 4.25918 -1.87783 -5.87497 0.0 1.0 0.2 -0.46
H 1.48323 3.10099 -4.19950 -0.4 0.1 -0.1 0.53
H 2.47666 3.28471 -6.58416 0.7 0.5 0.4 0.46
H 3.91972 1.54785 -7.22126 0.1 -0.8 -0.4 0.44
H 2.12252 -1.19420 -4.42564 0.2 0.1 0.3 0.59
H 1.17488 0.89309 -3.23564 -0.1 -0.1 0.0 0.47
C -0.46862 -4.25046 -2.10556 -1.2 0.6 -0.2 -0.74
O -0.85818 -3.93609 -0.76993 2.4 -1.0 0.4 -0.18
C -2.21111 -3.60477 -0.59111 0.3 0.3 0.8 -0.15
C -2.59097 -4.18041 0.80675 -0.3 0.7 -2.1 -0.92
O -1.56772 -3.91775 1.79849 -0.9 0.1 -0.3 -0.12
C -2.14499 -4.12516 3.10153 -0.8 -0.5 1.2 -0.95
H -0.94899 -5.16395 -2.45612 0.0 -0.1 0.1 0.33
H 0.61007 -4.35382 -2.22321 0.0 0.2 0.3 0.28
H -0.88146 -3.41155 -2.66582 0.5 0.0 -0.8 0.21
H -2.78025 -3.97971 -1.44176 -0.5 -0.5 0.4 0.58
H -2.25849 -2.52008 -0.68757 -0.4 0.3 0.5 -0.07
H -2.76461 -5.24267 0.63489 0.2 -0.2 0.6 0.40
H -3.54276 -3.69478 1.02202 0.1 -0.1 0.7 0.46
H -2.34423 -5.16408 3.36426 0.6 -0.5 -0.6 0.34
H -3.15541 -3.72889 3.20200 0.2 0.8 -0.4 0.32
H -1.53450 -3.74351 3.91992 0.3 0.4 -0.5 0.29
C 2.57336 3.50047 -0.69777 0.8 -0.2 0.6 -0.99
O 2.66092 2.88612 0.64804 0.7 0.1 -1.8 -0.35
C 1.79934 3.48441 1.60327 0.0 0.7 0.5 -0.25
C 2.47075 3.48523 3.02110 1.1 0.3 -1.9 -0.79
O 3.46472 2.45304 3.20918 -4.1 -1.8 -3.6 -0.09
C 4.17085 2.61108 4.31301 3.3 1.0 3.4 -0.95
H 1.55655 3.75055 -1.00049 0.0 0.2 0.5 0.36
H 2.97259 2.85171 -1.47740 -0.1 -0.8 0.4 0.17
H 3.28330 4.32693 -0.73012 -0.5 0.5 0.3 0.43
H 0.80403 3.12122 1.34722 -0.2 -0.5 1.1 -0.06
H 1.73445 4.56518 1.47751 0.0 0.2 -0.6 0.51
H 1.73527 3.62060 3.81409 0.3 -0.4 0.1 0.41
H 3.21052 4.28175 2.94122 -0.9 1.1 0.4 0.60
H 5.13303 3.05732 4.06166 0.7 -0.5 -0.1 0.35
H 4.29569 1.65236 4.81637 0.0 0.2 0.4 0.28
H 3.86327 3.41670 4.97971 -1.0 -0.4 0.3 0.37
```
Forces are in eV/Å.

---

- Which formula does entry 2 have?
  C28H37N3NiS2

---

- Which formula does entry 3 have?
  C28H38BBa2F4N3O12